Entry 1:
Computed, not measured: a single C5H6N2 molecule, with ωB97M-V/def2-TZVPD.

The energy above the lowest of the compared OMol25 structures with the same formula, charge and spin comes out at 523.11 kJ/mol. Its HOMO energy is -8.28 eV. The largest force on an atom comes out at 0.0102 Eh/bohr. The calculation puts the HOMO-LUMO gap at 0.3334 Ha.

```
13
Properties=species:S:1:pos:R:3:lowdin_charge:R:1
C -0.517 0.650 1.228 -0.18
N -1.040 0.799 -0.988 0.14
H 1.091 -0.871 -2.129 0.11
H 1.866 -0.870 0.718 0.12
C 1.029 -0.585 0.080 -0.15
H 0.710 0.875 0.777 0.19
C 0.613 -1.244 -1.225 -0.05
C -1.158 1.399 0.179 -0.12
H -1.506 2.426 0.254 0.11
H 0.422 -2.319 -1.241 0.10
H -0.686 0.799 2.290 0.11
C -0.438 -0.367 -0.660 -0.38
N -0.386 -0.692 0.717 0.01
```

***

Entry 2:
Computed, not measured: a molecular structure, C35H36AuN4O2STe, with ωB97M-V/def2-TZVPD.

Its charge is -1. The energy above the lowest of the compared OMol25 structures with the same formula, charge and spin comes out at 197.17 kJ/mol. Its HOMO energy (spin up / spin down) is -3.38 / -3.38 eV. The largest force on an atom comes out at 0.0389 Eh/bohr. The calculation puts the HOMO-LUMO gap (spin up / spin down) at 0.1698 / 0.1698 Ha.

```
80
Properties=species:S:1:pos:R:3:lowdin_charge:R:1
C 0.099 3.531 2.109 -0.07
C 1.641 -5.979 2.035 -0.06
N -0.197 2.043 0.280 -0.56
N 0.052 -0.408 2.154 0.07
H 3.423 -3.419 -1.142 0.07
C 1.888 -1.976 -1.735 -0.64
C -4.504 1.078 1.795 -0.07
H 3.624 -1.026 -2.643 0.08
C -0.777 0.848 -4.693 -0.30
C 0.525 -2.843 0.170 -0.32
H 0.365 -0.957 -2.887 0.02
C 0.991 1.228 -6.129 -0.46
C -3.388 0.759 2.537 -0.02
C 0.986 -1.845 -2.976 -0.06
C 2.964 -0.885 -1.783 -0.08
H 2.818 4.134 4.051 0.08
C 2.403 -0.776 2.437 0.00
H 3.880 2.775 2.267 0.09
C 0.872 4.053 3.130 -0.13
N -2.230 0.079 0.567 0.05
C 2.016 -1.712 5.007 -0.03
C 0.098 1.410 -3.805 -0.95
H -3.225 0.218 -1.208 0.09
H 3.561 -0.916 -0.868 0.07
H -3.447 -3.348 0.684 0.07
H -3.317 -4.913 1.519 0.07
H -1.177 0.009 3.751 0.12
C 4.535 -1.758 5.354 -0.48
C 3.485 -1.091 3.223 0.01
H -5.391 1.475 2.271 0.10
H -3.107 -3.399 2.409 0.07
H -1.762 0.507 -4.401 0.08
H 1.774 -6.771 1.293 0.08
H -0.963 3.734 2.046 0.09
H 0.410 4.694 3.874 0.09
C -2.248 0.257 1.896 -0.26
H -0.067 -1.586 4.597 0.11
C 1.314 -3.847 0.766 -0.03
C 0.931 -1.388 4.228 -0.01
H 1.577 -1.767 -3.894 0.08
H 0.326 -2.713 -3.053 0.08
Au 0.248 0.106 -0.153 0.84
C 1.098 -0.843 2.942 -0.24
H -1.483 -2.153 -0.022 0.08
C -1.430 -3.923 1.174 -0.29
O 5.655 -1.728 4.926 0.11
C 2.230 3.764 3.220 -0.14
C -1.078 -0.081 2.668 -0.06
H 2.392 -3.788 0.703 0.10
C 3.323 -1.525 4.543 -0.14
H 3.424 -1.943 6.906 0.08
C 2.593 -3.335 -1.847 -0.07
C -2.912 -3.902 1.457 -0.06
C -4.470 0.885 0.418 -0.05
H 3.003 -3.428 -2.854 0.08
H 1.217 -6.431 2.933 0.07
H -5.324 1.118 -0.203 0.10
H 2.530 -0.458 1.411 0.08
H 2.512 1.825 0.450 0.08
Te -0.519 2.110 -1.783 1.09
C -0.860 -2.922 0.408 -0.03
H 1.901 -4.158 -1.679 0.07
H 1.616 1.288 -7.006 0.05
C 0.657 2.655 1.148 -0.48
H 4.494 -1.000 2.844 0.12
C 2.053 2.444 1.212 -0.09
C 0.751 -4.891 1.488 -0.29
O 4.357 -2.007 6.680 0.10
H -0.831 0.324 -6.849 0.09
H 1.824 -2.148 5.983 0.11
C -3.302 0.387 -0.140 -0.16
S 1.565 1.812 -4.618 0.88
H -1.071 -5.747 2.255 0.10
C -0.274 0.743 -6.021 -0.22
C 2.816 2.982 2.231 -0.12
H 2.630 -5.587 2.274 0.07
N 1.056 -1.769 -0.537 -0.13
C -0.623 -4.932 1.694 -0.05
H -3.372 0.897 3.612 0.11
H 2.501 0.101 -1.867 0.04
```

***

Question: Which of these has the highest energy above the lowest of the compared OMol25 structures with the same formula, charge and spin?
Answer: C5H6N2